# C7H8O2Si

C7H8O2Si as an isolated structure (ωB97M-V/def2-TZVPD, OMol25).

Each line ends with the Mulliken spin population.
Element x y z (Å)
C 1.95851 1.80804 -1.57089  0.4032
C 1.21033 -2.59810 -0.73006  0.2420
C 1.27980 1.08737 -0.89995  0.2335
C 1.09147 -1.44076 -0.40922  0.6696
C -0.69480 0.08702 0.42359  -0.0029
C 1.65425 0.51662 1.36760  0.0842
C 0.73248 0.39139 0.15417  0.3353
O -1.14229 -0.45193 1.42409  0.0543
O -1.52396 0.42329 -0.53833  0.0052
Si -3.15960 0.07647 -0.26478  0.0015
H 2.58595 2.14525 -2.36577  -0.0157
H 1.06121 -3.55932 -0.95555  -0.0012
H 1.51679 -0.29954 1.96460  -0.0090
H 1.35185 1.40170 1.99375  0.0054
H 2.70128 0.40515 1.02981  -0.0076
H -3.86326 0.86094 -1.31108  0.0000
H -2.98920 -1.45084 -0.35393  0.0013
H -3.77082 0.59727 1.04194  0.0009

Cartesian forces (eV/Å) of the 6 atoms listed first:
2.48 1.92 -3.27
0.05 1.47 0.08
-3.37 -2.63 3.10
1.61 -0.68 -0.58
0.11 0.05 0.54
-0.07 1.19 -1.04

Its energy relative to the best compared isomer or geometry (same formula, charge and spin) is 599.1 kJ/mol. Its HOMO-LUMO gap (alpha / beta) is 7.16 / 5.81 eV. The total energy comes out at -711.1471 a.u. The expectation value of S² is 2.02. As for the spin multiplicity: 3.

# C7H8OS

One molecule with the formula C7H8OS (ωB97M-V/def2-TZVPD, OMol25).

Each line ends with the Löwdin charge.
Element x y z (Å)
C 2.87458 0.21941 -1.04965  0.1336
C 1.79686 -0.07845 -0.59463  -0.1157
C 0.42939 -0.22865 -0.28543  -0.2809
C -0.42032 0.79783 0.15154  -0.3607
C -0.14489 -1.63222 -0.39395  -0.1738
C -1.46254 -1.63968 0.47409  -0.2277
C -0.14370 2.21504 0.25867  -0.1002
O -2.76670 0.20743 -1.05284  -0.5396
S -2.18289 0.19842 0.29606  0.9286
H 3.96845 0.42102 -1.28842  0.0704
H -0.22604 -1.88248 -1.47234  0.1300
H 0.65034 -2.29369 0.01662  0.1181
H -2.35080 -2.11180 0.18610  0.0326
H -1.32074 -1.77177 1.63484  0.1198
H -1.04991 2.63749 0.76307  0.0818
H -0.04578 2.72770 -0.67813  0.0869
H 0.66004 2.28920 1.00191  0.0970

Cartesian forces (eV/Å) of the 6 atoms listed first:
2.27 0.07 0.12
0.50 1.11 -0.83
-2.62 1.38 1.47
0.65 -4.13 -1.86
-0.12 0.00 0.91
1.24 2.83 1.84

Its energy relative to the best compared isomer or geometry (same formula, charge and spin) is 258.7 kJ/mol. Its HOMO-LUMO gap is 9.16 eV. The total energy comes out at -744.8134 a.u.

# C7H9BrCdIN2OP

C7H9BrCdIN2OP as an isolated structure (ωB97M-V/def2-TZVPD, OMol25).

Each line ends with the Löwdin charge.
Element x y z (Å)
C -0.87359 -0.29086 3.10169  -0.0985
C 0.07873 -1.06944 2.02064  -0.2478
C 0.75278 -0.05222 0.94757  -0.6688
Br 2.72012 -0.21751 1.15215  0.7493
C 0.20476 -0.23485 -0.54951  -0.5948
C 0.19168 -1.77152 -1.05028  -0.2063
N 0.10829 -2.87273 -1.50923  0.1898
C -1.35936 0.24478 -0.52185  -0.1144
C -1.53029 1.73354 -1.13484  -0.2345
N -1.87030 2.66275 -1.81507  0.1264
P 1.14058 0.74537 -1.87401  0.6825
O 2.71686 0.09320 -2.13238  -0.3840
I 0.04109 0.38246 -4.10233  0.5863
H -0.91489 0.83694 2.92932  0.0759
H -0.51915 -0.47644 4.18135  0.0966
H -1.93471 -0.74817 3.02880  0.0922
H -0.59334 -1.86199 1.54239  0.1161
H 0.90218 -1.58588 2.61781  0.0966
H 0.48105 1.01686 1.29980  0.1119
H -2.04892 -0.51773 -1.03874  0.1488
H -1.76158 0.32941 0.55926  0.1327
H 3.39322 0.80819 -2.02247  0.0804
Cd 0.68261 2.79324 -5.66590  1.2636

Cartesian forces (eV/Å) of the 6 atoms listed first:
-0.27 -0.63 0.01
-0.80 0.23 0.76
-0.30 0.47 0.98
-0.84 0.24 -0.47
-1.53 -3.22 -0.32
-0.27 -1.77 -0.66

The charge is +2. Its HOMO-LUMO gap is 3.36 eV. The total energy comes out at -3836.8386 a.u.